1.
# C26H46O2P2Ru

C26H46O2P2Ru as an isolated structure (the ωB97M-V functional and the def2-TZVPD basis, the Open Molecules 2025 dataset).

Cartesian coordinates (Å):
Ru  1.2534  1.1809  0.1340
C  3.5283  2.6679  -0.9774
C  2.6316  2.8233  0.1699
C  3.9533  0.9006  0.4450
C  4.2915  1.4981  -0.7834
C  3.0028  1.7608  1.1381
C  3.7401  3.6499  -2.0173
H  3.0522  4.4980  -1.9130
H  3.5859  3.2004  -3.1614
H  4.7882  3.9985  -2.0070
C  5.3904  1.0667  -1.6824
H  5.0921  1.1773  -2.7303
H  5.6428  0.0163  -1.5119
H  6.2936  1.6718  -1.5079
C  4.5741  -0.3214  1.0057
H  5.5702  -0.1348  1.4376
H  4.7007  -1.0836  0.2223
H  3.9432  -0.7492  1.7929
C  2.8889  1.9097  2.6143
H  3.7614  2.4319  3.0369
H  2.8237  0.9230  3.0862
H  1.9943  2.4857  2.8663
C  1.9838  4.1009  0.5582
H  2.6942  4.7696  1.0666
H  1.1444  3.8974  1.2328
H  1.6023  4.6206  -0.3282
C  0.2685  0.5647  -1.6617
C  0.1850  1.9755  -1.5625
C  -1.0608  2.7153  -1.1144
C  -1.6058  2.2457  0.2456
C  -0.5659  1.5904  1.1428
C  -0.3055  0.1786  1.1276
C  -1.0063  -0.7329  0.1582
C  -0.8775  -0.3641  -1.3354
H  -1.8495  2.6606  -1.8828
H  -2.4827  1.5970  0.1000
H  -0.8036  3.7831  -1.0400
H  -1.8316  0.0423  -1.7086
H  0.9866  0.1766  -2.3930
H  0.8491  2.5485  -2.2220
H  -0.7113  -1.2933  -1.9007
H  -0.6340  -1.7596  0.2922
H  -0.0330  -0.2888  2.0800
H  -2.0788  -0.7723  0.4413
H  -1.9784  3.1281  0.7857
H  -0.4223  2.1108  2.0974
P  -3.5690  -2.4738  0.5331
P  -3.0868  -3.8669  3.1303
C  -4.9767  -3.5529  1.0845
C  -4.4781  -4.5820  2.0979
H  -5.3906  -4.0367  0.1903
H  -5.7530  -2.9039  1.5191
H  -5.2835  -4.8996  2.7737
H  -4.0867  -5.4777  1.5922
C  -2.8210  -5.3890  4.1365
H  -2.1019  -5.1640  4.9340
H  -2.4168  -6.1797  3.4925
H  -3.7679  -5.7254  4.5807
C  -4.1615  -2.9842  4.3461
H  -5.0333  -3.5941  4.6164
H  -4.4945  -2.0297  3.9240
H  -3.5679  -2.7881  5.2474
C  -3.1604  -3.2881  -1.0605
H  -2.4073  -2.7001  -1.6025
H  -4.0710  -3.3894  -1.6651
H  -2.7463  -4.2832  -0.8545
C  -4.5601  -1.0330  -0.0360
H  -5.0048  -0.5518  0.8471
H  -5.3556  -1.3757  -0.7116
H  -3.9190  -0.3045  -0.5520
C  2.3424  1.1667  -5.7647
C  2.9775  1.6051  -4.4785
O  3.5261  2.7998  -4.4662
O  2.9303  0.8268  -3.5038
H  2.4412  0.0786  -5.8443
H  2.7604  1.6682  -6.6418
H  1.2661  1.3616  -5.7006

Results
LUMO level (spin up / spin down) = -2.9 / -5.9 eV
calculated total energy = -52950.4273 eV
charge = +1
HOMO (spin up / spin down) = -9.3985 / -9.3873 eV
frontier orbital gap (spin up / spin down) = 0.239 / 0.128 hartree
expectation value of S² = 8.781
multiplicity = 6

Löwdin population analysis, charges in e, atoms 1 to 5: atom 1 (Ru): 1.343, atom 2 (C): -0.202, atom 3 (C): -0.323, atom 4 (C): -0.179, atom 5 (C): -0.178


2.
# C26H47AlCl2P

C26H47AlCl2P as an isolated structure (the ωB97M-V functional and the def2-TZVPD basis, the Open Molecules 2025 dataset).

Cartesian coordinates (Å):
Al  0.9586  1.7877  3.2400
P  -0.0533  0.3646  -0.1865
Cl  0.3041  3.8041  2.9191
C  -0.7834  -0.8033  1.1620
H  0.0486  -0.8686  1.8649
H  -1.4031  -0.0611  1.6765
C  1.7955  0.6964  -0.2929
C  -0.8399  2.0661  -0.2543
C  2.3151  0.9346  -1.7273
H  1.8954  1.6411  0.2813
C  3.7951  1.3555  -1.7500
H  2.2149  0.0081  -2.3101
H  1.7227  1.6954  -2.2539
C  4.7014  0.3847  -0.9865
H  4.1299  1.4263  -2.7925
H  3.8961  2.3620  -1.3218
C  4.1540  0.0403  0.4056
H  4.8123  -0.5402  -1.5695
H  5.7063  0.8138  -0.8905
C  2.6662  -0.3696  0.3878
H  4.7441  -0.7770  0.8417
H  4.2815  0.9067  1.0708
H  2.5695  -1.3204  -0.1614
H  2.3352  -0.5470  1.4227
C  -0.5933  -0.6752  -1.5701
C  -2.3748  1.9699  -0.3234
H  -0.5529  2.5115  0.7233
C  -3.0280  3.3537  -0.1736
H  -2.6685  1.5409  -1.2955
H  -2.7605  1.2935  0.4533
C  -2.5118  4.3695  -1.1963
H  -4.1129  3.2447  -0.2714
H  -2.8298  3.7299  0.8384
C  -0.9780  4.4215  -1.2403
H  -2.8949  4.1146  -2.1941
H  -2.9058  5.3651  -0.9593
C  -0.3224  3.0328  -1.3389
H  -0.6572  5.0345  -2.0926
H  -0.6082  4.9254  -0.3360
H  -0.5311  2.6187  -2.3369
H  0.7658  3.1585  -1.2688
C  0.3370  -1.8956  -1.6057
H  -1.6054  -1.0127  -1.2866
C  -0.3395  -2.9569  -2.4485
H  1.3159  -1.6201  -2.0236
H  0.5272  -2.2975  -0.6002
C  -0.7178  -2.4015  -3.8293
H  0.3344  -3.8140  -2.5436
H  -1.2347  -3.3032  -1.9136
C  -1.4634  -1.0598  -3.8041
H  0.2028  -2.2725  -4.4103
H  -1.3273  -3.1437  -4.3509
C  -0.7734  -0.0071  -2.9271
H  -1.5795  -0.6523  -4.8125
H  -2.4709  -1.2178  -3.3927
H  0.1887  0.3285  -3.3450
H  -1.4123  0.8840  -2.8291
C  -0.4066  -3.2861  1.4248
C  -1.4325  -2.0926  1.1249
H  0.0110  -3.8712  0.5921
C  -2.5258  -2.1752  2.1897
H  -1.9069  -2.4153  0.1799
C  -1.8971  -2.0324  3.5683
H  -3.2885  -1.4041  2.0670
H  -3.0153  -3.1450  2.0914
C  -0.9991  -3.2284  3.9043
H  -1.2785  -1.1260  3.5953
H  -2.6821  -1.9238  4.3313
C  0.0463  -3.4988  2.7838
H  -0.4867  -3.0598  4.8593
H  -1.6238  -4.1266  4.0326
H  0.9015  -2.8222  2.9485
H  0.4281  -4.5233  2.9020
Cl  2.5445  0.3962  3.9516
C  0.4789  0.7566  4.8027
H  0.0539  -0.2386  4.8204
H  0.6940  1.2490  5.7603

Results
LUMO level (spin up / spin down) = 2.3 / 2.3 eV
calculated total energy = -68653.4948 eV
charge = -1
HOMO (spin up / spin down) = -1.1068 / -1.1134 eV
frontier orbital gap (spin up / spin down) = 0.126 / 0.126 hartree

Löwdin population analysis, charges in e, atoms 1 to 5: atom 1 (Al): -0.359, atom 2 (P): 1.186, atom 3 (Cl): 0.135, atom 4 (C): -0.250, atom 5 (H): 0.063


3.
# C26H47BiO2Si2

C26H47BiO2Si2 as an isolated structure (the ωB97M-V functional and the def2-TZVPD basis, the Open Molecules 2025 dataset).

Cartesian coordinates (Å):
O  -1.2220  -2.9776  -4.7871
C  -1.1182  -4.4405  -4.5827
C  -1.2143  -4.7537  -6.0646
H  -1.9394  -4.8286  -3.9672
H  -0.1515  -4.6702  -4.1123
C  -1.2038  -3.2234  -6.2216
H  -2.1541  -5.2073  -6.3711
H  -0.3208  -5.2212  -6.4620
C  -2.4292  -2.6837  -6.9152
H  -3.3636  -2.9991  -6.4425
H  -2.4386  -3.0761  -7.9359
H  -2.3935  -1.5932  -6.9871
C  0.0628  -2.7360  -6.8960
H  0.9612  -3.1185  -6.3933
H  0.0924  -1.6397  -6.9499
H  0.0550  -3.1275  -7.9223
Bi  0.4050  1.3482  1.4610
C  2.9077  1.9559  0.6559
C  2.8785  0.8851  1.6478
C  2.7478  -0.3588  0.9180
H  3.1754  0.9814  2.6930
C  2.7493  -0.0517  -0.4582
C  2.8404  1.3491  -0.6253
H  2.9279  1.8696  -1.5779
H  3.1124  3.0028  0.8825
H  2.7984  -1.3471  1.3788
H  2.7805  -0.7893  -1.2565
C  -0.6069  3.7781  0.2147
C  0.1719  3.6535  -0.9761
C  -0.4114  2.6439  -1.7828
H  1.0391  4.2690  -1.2253
C  -1.5348  2.1068  -1.1012
C  -1.6894  2.8188  0.1271
H  -2.5536  2.7811  0.7936
H  -0.5153  4.5582  0.9761
H  -0.0954  2.3717  -2.7889
H  -2.2055  1.3319  -1.4755
O  -1.3527  -0.9364  -2.0265
C  -0.1204  -0.6123  -2.7499
C  0.7474  -1.8879  -2.7958
H  0.4204  0.2219  -2.2453
H  -0.4051  -0.2438  -3.7529
C  -0.2159  -2.9165  -2.1832
H  1.6028  -1.8266  -2.1144
H  1.1065  -2.1094  -3.8065
C  -0.9604  -2.0700  -1.1729
H  0.2119  -3.8830  -1.9007
H  -0.9537  -3.0671  -2.9742
H  -0.2624  -1.7654  -0.3690
H  -1.8409  -2.5384  -0.7194
C  -1.7845  -0.2385  5.5507
Si  -0.4752  -0.0723  4.2333
C  1.1993  -0.5616  4.9558
C  -0.8471  -1.3134  2.8683
C  -0.4810  1.6889  3.5534
Si  0.3390  3.0536  4.5421
C  2.2250  2.9973  4.5829
C  -0.1190  4.7097  3.8018
C  -0.2756  3.0165  6.3375
H  -1.7441  -1.2575  5.9546
H  -2.7901  -0.0920  5.1395
H  -1.6599  0.4579  6.3863
H  1.0715  -1.5410  5.4461
H  1.9707  -0.6851  4.1803
H  1.5746  0.1438  5.7117
H  -1.8905  -1.2307  2.5355
H  -0.2014  -1.2436  1.9746
H  -0.7044  -2.3289  3.2676
H  -1.5388  1.9562  3.3567
H  2.6720  3.2318  3.6044
H  2.5713  3.7689  5.2923
H  2.6252  2.0327  4.9244
H  -1.0906  4.6647  3.2944
H  -0.1934  5.4468  4.6148
H  0.6315  5.0693  3.0846
H  -1.3748  2.9804  6.3913
H  0.1148  2.1722  6.9263
H  0.0532  3.9470  6.8299

Results
LUMO level (spin up / spin down) = -0.6 / -0.6 eV
calculated total energy = -53411.5639 eV
charge = 0
HOMO (spin up / spin down) = -7.1810 / -7.1805 eV
frontier orbital gap (spin up / spin down) = 0.240 / 0.240 hartree

Löwdin population analysis, charges in e, atoms 1 to 5: atom 1 (O): -0.121, atom 2 (C): -0.154, atom 3 (C): -0.074, atom 4 (H): 0.127, atom 5 (H): 0.116


The evaluated maximum force for the records listed, in turn: 2.7 5.5 2.3 eV Å⁻¹.
The evaluated ΔE to the lowest compared entry with this formula, charge and spin for the records listed, in turn: 0.000 3.983 0.000 eV.